DFT (ωB97M-V/def2-TZVPD) results for C39H36ClCoN3Si2 as an isolated structure.

Last column: Mulliken charge in e.
Cartesian coordinates (Å):
C1 -2.02 -0.72 0.99  -0.17
C2 -2.44 -0.09 -0.23  -1.39
C3 -2.04 -0.92 -1.32  0.22
H1 -3.03 0.82 -0.28  0.57
C4 -1.39 -2.08 -0.78  -0.62
C5 -1.39 -1.95 0.64  -0.85
H2 -1.02 -2.68 1.37  0.53
H3 -2.19 -0.36 1.99  0.52
H4 -2.27 -0.76 -2.38  0.69
H5 -1.05 -2.95 -1.34  0.74
Co1 -0.49 -0.42 -0.17  -0.09
Si1 -0.73 -0.53 -6.39  -0.27
C6 -0.20 1.08 -7.19  0.43
C7 1.11 1.25 -7.67  0.04
H6 1.88 0.50 -7.47  0.41
C8 1.45 2.38 -8.42  -0.80
H7 2.47 2.50 -8.79  0.40
C9 0.49 3.36 -8.69  -0.41
H8 0.75 4.24 -9.27  0.41
C10 -0.81 3.20 -8.19  -0.66
H9 -1.56 3.98 -8.37  0.42
C11 -1.15 2.08 -7.45  -0.31
H10 -2.16 1.96 -7.05  0.34
C12 0.01 -1.72 -7.68  0.63
C13 -0.60 -1.86 -8.94  -0.54
H11 -1.56 -1.37 -9.13  0.33
C14 0.01 -2.62 -9.95  -0.65
H12 -0.47 -2.72 -10.92  0.40
C15 1.23 -3.26 -9.70  -0.48
H13 1.70 -3.86 -10.48  0.37
C16 1.85 -3.12 -8.46  -0.93
H14 2.81 -3.62 -8.24  0.41
C17 1.25 -2.34 -7.46  0.25
H15 1.74 -2.23 -6.49  0.29
H16 -2.21 -0.66 -6.44  -0.29
Si2 2.29 1.11 -4.04  -0.14
C18 1.42 -0.55 -4.37  1.14
C19 -0.06 -0.77 -4.61  3.33
H17 -0.67 -0.03 -4.09  -1.86
C20 -0.58 -2.14 -4.45  -1.13
H18 -1.66 -2.29 -4.51  0.45
C21 0.26 -3.19 -4.17  -0.46
H19 -0.14 -4.21 -4.07  0.42
C22 1.63 -2.96 -4.02  -1.06
H20 2.28 -3.80 -3.76  0.32
C23 2.19 -1.67 -4.11  -1.08
H21 3.27 -1.56 -3.92  0.40
C24 1.03 2.47 -4.26  0.79
C25 -0.25 2.32 -3.72  1.05
H22 -0.49 1.48 -3.07  -0.48
C26 -1.28 3.23 -4.02  -0.92
H23 -2.29 3.02 -3.68  0.47
C27 -0.99 4.38 -4.75  -0.73
H24 -1.78 5.10 -4.97  0.47
C28 0.32 4.59 -5.20  -0.64
H25 0.55 5.49 -5.76  0.40
C29 1.32 3.63 -4.99  -0.52
H26 2.32 3.77 -5.41  0.36
H27 3.54 1.38 -4.63  -0.15
Cl1 2.71 1.11 -1.99  -0.26
N1 1.54 0.72 1.94  -0.06
C30 0.90 1.75 1.23  0.70
C31 1.20 3.07 1.55  -0.94
C32 0.68 4.09 0.75  -0.64
C33 -0.15 3.72 -0.31  -1.13
C34 -0.50 2.40 -0.51  -0.36
N2 0.07 1.39 0.22  0.77
C35 2.01 -0.44 1.32  0.53
C36 3.20 -1.00 1.78  -0.79
C37 3.78 -2.03 1.04  -0.64
C38 3.10 -2.47 -0.10  -0.53
C39 1.88 -1.94 -0.45  -0.17
N3 1.32 -0.92 0.27  0.44
H28 2.14 1.06 2.69  0.33
H29 1.86 3.25 2.40  0.39
H30 0.92 5.13 0.95  0.44
H31 -0.56 4.46 -0.99  0.47
H32 -1.25 2.10 -1.24  0.71
H33 3.66 -0.57 2.67  0.40
H34 4.72 -2.47 1.35  0.43
H35 3.52 -3.26 -0.73  0.50
H36 1.31 -2.29 -1.31  0.06

Properties
<S²>: 6.06
F_max, eV/Å: 4.96
Charge: +1
Total energy, Eh: -4093.7235
Lowest unoccupied orbital energy (spin up / spin down), eV: -2.53 / -3.59
2S+1: 5
Energy relative to the best compared isomer or geometry (same formula, charge and spin), kcal per mole: 0.0
Gap between HOMO and LUMO (spin up / spin down), eV: 6.43 / 7.02

=====

DFT (ωB97M-V/def2-TZVPD) results for a 8-piece molecular cluster, C18H41BBr14O2P overall.

Last column: Mulliken charge in e.
Cartesian coordinates (Å):
C1 2.56 4.38 0.59  -1.15
C2 1.75 5.35 -0.30  -0.21
C3 1.16 4.76 -1.58  -0.62
O1 0.66 3.39 -1.44  -0.23
P1 -0.44 3.03 -0.37  0.19
B1 -1.97 4.33 -0.25  0.44
C4 -2.22 4.99 1.12  -0.69
O2 -2.74 4.48 -1.34  -0.57
H1 3.63 4.56 0.48  0.33
H2 2.40 3.33 0.35  0.29
H3 2.33 4.57 1.64  0.33
H4 0.97 5.85 0.28  0.26
H5 2.40 6.15 -0.64  0.36
H6 1.92 4.69 -2.35  0.41
H7 0.36 5.40 -1.95  0.26
H8 0.15 2.83 0.89  0.16
H9 -0.90 1.77 -0.75  0.18
H10 -2.86 5.87 1.01  0.30
H11 -2.76 4.28 1.75  0.20
H12 -1.31 5.24 1.66  0.33
H13 -2.38 4.72 -2.21  0.35
Br1 2.31 -0.02 -1.54  -0.17
C5 2.46 0.99 -3.20  -0.40
C6 3.84 1.55 -3.43  -0.54
Br2 4.24 2.98 -2.17  -0.15
H14 1.72 1.77 -3.13  0.19
H15 2.20 0.30 -4.01  0.44
H16 3.89 1.99 -4.42  0.40
H17 4.63 0.82 -3.31  0.21
Br3 -3.90 1.73 1.31  -0.14
C7 -5.47 1.47 2.44  -0.58
C8 -6.45 2.59 2.27  -0.47
Br4 -5.82 4.23 3.10  -0.15
H18 -5.10 1.39 3.46  0.39
H19 -5.90 0.52 2.13  0.24
H20 -7.39 2.34 2.76  0.34
H21 -6.63 2.83 1.22  0.40
Br5 7.26 1.94 -4.62  -0.08
C9 8.05 0.28 -5.26  -0.37
C10 7.05 -0.59 -5.97  -0.58
Br6 5.79 -1.43 -4.73  -0.15
H22 8.49 -0.20 -4.39  0.38
H23 8.84 0.58 -5.95  0.10
H24 7.55 -1.41 -6.47  0.39
H25 6.45 -0.03 -6.68  0.38
Br7 -5.41 -3.01 1.99  -0.11
C11 -5.10 -2.50 3.84  -0.74
C12 -6.37 -2.50 4.65  -0.10
Br8 -7.54 -1.02 4.17  -0.17
H26 -4.63 -1.52 3.81  0.40
H27 -4.41 -3.23 4.25  0.41
H28 -6.14 -2.37 5.71  0.41
H29 -6.95 -3.40 4.50  -0.15
Br9 -5.64 -6.16 4.49  -0.07
C13 -7.44 -6.64 5.05  -0.69
C14 -8.36 -6.85 3.88  -0.56
Br10 -8.87 -5.17 3.05  -0.12
H30 -7.79 -5.85 5.71  0.39
H31 -7.33 -7.57 5.62  0.40
H32 -9.29 -7.31 4.21  0.36
H33 -7.90 -7.45 3.10  0.36
Br11 10.70 2.53 -6.94  -0.13
C15 10.66 3.69 -5.38  -0.38
C16 11.76 3.36 -4.41  -0.58
Br12 11.41 1.70 -3.45  -0.14
H34 9.68 3.56 -4.93  0.12
H35 10.77 4.70 -5.76  0.36
H36 11.84 4.13 -3.65  0.35
H37 12.72 3.23 -4.90  0.38
Br13 -4.33 -10.06 4.48  -0.13
C17 -2.79 -10.11 3.30  -0.57
C18 -2.21 -8.74 3.05  -0.58
Br14 -3.32 -7.67 1.87  -0.14
H38 -3.12 -10.58 2.38  0.36
H39 -2.06 -10.74 3.79  0.34
H40 -1.24 -8.83 2.56  0.35
H41 -2.10 -8.17 3.97  0.35

Properties
F_max, eV/Å: 0.72
Charge: +1
Total energy, Eh: -37263.1497
Lowest unoccupied orbital energy, eV: -3.82
Energy relative to the best compared isomer or geometry (same formula, charge and spin), kcal per mole: 0.0
Gap between HOMO and LUMO, eV: 7.41

=====

- Among the records above, which one has the lowest total energy?
  C18H41BBr14O2P